Entry 1:
Computed, not measured: C4H7NO as an isolated structure, with wB97M-V/def2-TZVPD.

CARTESIAN COORDINATES (ANGSTROEM)
C1 -0.3312 -1.8888 0.9651
H1 -0.1982 1.3581 -2.1314
H2 -1.0366 2.1595 -0.7728
N1 -1.3144 -1.0611 -0.1751
H3 -0.2051 -2.8065 0.4187
C2 0.9304 1.2882 -0.2236
C3 -0.3609 1.3487 -1.0520
O1 0.5633 0.0398 0.2882
C4 -0.6196 -0.0352 -0.3848
H4 -1.0073 -1.8694 1.8048
H5 1.0258 1.9629 0.6265
H6 0.6826 -1.6416 1.3893
H7 1.8711 1.1453 -0.7530

Multiplicity: 1
E (Ha): -286.49038
Charge: 0
Relative energy (zero: lowest compared OMol25 entry of this formula, charge and spin) (eV): 3.8441
Highest occupied orbital energy (eV): -9.593

=====

Entry 2:
Computed, not measured: a 8-piece molecular cluster, C35H63F3NO12P overall, with wB97M-V/def2-TZVPD.

CARTESIAN COORDINATES (ANGSTROEM)
H1 4.4068 -0.8018 -0.2815
C1 0.5456 1.8453 -2.8428
H2 4.3534 -4.2962 1.4217
H3 -2.8591 -5.1205 -4.3828
F1 -12.1959 0.5460 -3.9966
O1 -6.4069 -2.6388 -3.0826
H4 7.5542 2.6299 -3.2693
H5 -9.0158 0.2171 -1.2268
H6 0.9865 -4.6544 -4.0450
H7 -0.1499 -1.1297 3.1883
C2 -1.5627 -3.4613 -4.9756
H8 -0.8997 1.9273 -1.2068
C3 -1.9050 3.0371 7.0042
H9 -1.6263 2.7862 4.8520
C4 -1.1364 0.8521 -4.1622
H10 -9.3152 1.5916 -3.5141
C5 -1.8021 -4.8872 -4.5112
C6 4.8894 -1.0974 0.6553
H11 9.1746 2.6603 -2.5607
H12 -1.6025 -3.3612 -6.0616
H13 -9.9770 -1.0865 -1.9811
H14 5.6929 -0.3934 0.8687
H15 -6.9221 1.9479 -1.3032
C7 -5.9296 -1.4943 -3.7515
C8 0.7866 0.1749 1.7011
H16 -1.3821 -5.5923 -5.2344
F2 -10.5283 0.7015 -5.4208
H17 -1.0167 -0.2247 -3.9973
H18 7.1247 -1.9632 5.6484
C9 -9.9857 0.8138 -3.0966
H19 -0.7231 -5.9426 -2.9148
H20 8.7449 -1.3701 5.2280
C10 -0.0195 -0.0705 2.9653
H21 8.2631 3.2401 -0.3750
H22 5.2133 0.0797 5.3414
C11 -2.8685 0.8866 7.0511
C12 -1.0025 -4.9347 -3.2223
O2 -2.2079 1.0240 5.7851
C13 3.5484 -2.3717 2.0811
H23 -1.5769 -4.4769 -2.4119
H24 5.5737 -0.2237 3.0009
H25 0.4735 0.4007 3.8211
C14 0.2091 1.5440 -4.2951
H26 -1.8893 0.9286 3.5406
C15 -8.0070 -0.8663 -2.8140
H27 -1.0676 3.2300 -2.4021
H28 5.8996 1.6635 4.9548
H29 -1.9481 0.0253 2.0199
H30 -1.1376 3.7143 7.3789
H31 -1.7736 1.0002 -5.0370
C16 -0.8246 1.8560 1.8686
C17 8.1290 2.4252 -2.3616
H32 0.6165 -3.5664 -2.6909
C18 6.4539 0.0532 3.5816
C19 -6.8675 -0.3167 -3.3042
C20 6.3644 2.3158 -0.8009
C21 7.5390 3.1950 -1.1936
C22 -0.8214 2.1704 -2.2675
O3 -8.6538 -3.1566 -2.9194
O4 6.7338 0.9678 -1.1185
C23 6.0996 0.5920 4.9560
H33 3.4481 -3.4019 0.1923
C24 -2.2724 1.9323 7.9759
H34 -2.7928 3.6276 6.7604
O5 -5.0228 -1.4678 -4.4783
C25 4.1393 -3.2999 1.0343
H35 7.7937 0.3050 -2.7705
O6 0.3642 1.4450 1.1811
P1 -6.5047 1.4991 -3.3967
C26 -1.3157 0.6534 2.6547
H36 7.0370 0.7825 3.0068
H37 -4.4749 0.8133 -3.3630
C27 7.3193 0.1962 5.7707
H38 1.8606 0.1926 1.8847
H39 0.0961 2.4779 -4.8536
F3 -10.8768 -1.1560 -4.2337
H40 7.2427 4.2139 -1.4429
H41 -2.2925 -2.7748 -4.5341
O7 3.9009 -1.0359 1.6983
C28 5.3744 -2.5339 0.5959
O8 -1.7719 1.3997 -3.0113
H42 -0.5581 2.6851 2.5346
C29 -10.8904 0.1918 -4.2120
H43 2.4615 -2.4569 2.1518
H44 8.1289 0.9113 5.5986
H45 5.7409 -2.8180 -0.3904
H46 -6.5025 2.1632 -5.4128
H47 -1.5608 2.2139 1.1453
H48 -1.3685 1.5399 8.4503
H49 -0.3931 1.9896 5.8507
O9 -7.2461 2.2713 -2.1611
H50 0.5749 -0.5866 0.9410
H51 1.2651 2.6544 -2.7159
H52 -2.9596 2.2473 8.7611
O10 -7.2184 2.0508 -4.7592
H53 5.4699 2.5654 -1.3815
H54 0.9558 0.9328 -4.8024
H55 6.1208 2.3883 0.2607
H56 6.1819 -2.6860 1.3181
H57 7.1336 0.1435 6.8437
C30 0.1960 -4.0668 -3.5652
C31 -7.7676 -2.3878 -2.9515
C32 -1.4556 2.2488 5.7864
H58 -10.6946 1.3588 -2.4261
C33 7.6776 -1.1504 5.1643
H59 3.9787 -2.5628 3.0706
N1 -4.9680 1.7033 -3.4284
H60 -2.7320 -0.1295 7.4250
H61 8.7506 0.6293 -1.3107
C34 -9.2721 -0.2515 -2.2028
C35 7.9174 0.9854 -1.9260
O11 -0.2569 -3.0868 -4.5071
O12 7.2778 -1.1029 3.7900
H62 -3.9383 1.0594 6.8926
H63 0.9498 0.9502 -2.3615

Multiplicity: 1
Structure (SMILES): N=P(O)(O)C1=C(CCC(F)(F)F)C(=O)OC1=O.C1CCOC1.C1CCOC1.C1CCOC1.C1CCOC1.C1CCOC1.C1CCOC1.C1CCOC1
E (Ha): -2969.94071
Charge: 0
Relative energy (zero: lowest compared OMol25 entry of this formula, charge and spin) (eV): 1.1229
Highest occupied orbital energy (eV): -8.804

=====

Entry 3:
Computed, not measured: C7H8O2 as an isolated structure, with wB97M-V/def2-TZVPD.

CARTESIAN COORDINATES (ANGSTROEM)
H1 0.5747 0.0920 -1.8187
H2 -2.0302 -1.5684 -0.6748
H3 -1.1366 2.0472 -0.5025
C1 1.4335 0.4398 -1.2539
O1 1.8188 1.0613 1.0704
O2 -2.4948 0.2012 -1.5367
C2 -1.0050 0.0950 0.3362
H4 -0.4949 2.0074 1.2275
C3 0.2014 -1.8337 1.6045
C4 -0.0933 -0.7883 0.8706
H5 2.2371 -0.2972 -1.2917
C5 -1.9124 -0.4693 -0.7209
H6 1.1686 -2.3185 1.5255
C6 1.0893 0.7011 0.1900
H7 1.7981 1.3735 -1.6848
H8 -0.4766 -2.2241 2.3584
C7 -0.6775 1.4809 0.3009

Multiplicity: 1
E (Ha): -421.83548
Charge: 0
Relative energy (zero: lowest compared OMol25 entry of this formula, charge and spin) (eV): 4.8318
Highest occupied orbital energy (spin up / spin down) (eV): -8.365 / -8.364

=====

> Which value of multiplicity does entry 2 give?

1